Computed, not measured: 3 unconnected molecules or ions with the total composition C34H63BrFNO14P2 in a non-equilibrium geometry, with ωB97M-V with the def2-TZVPD basis set.

Properties
Net charge: 0
SMILES: COC[C@](F)(O[C@@](CCCCO)(CC[C@@H](C)CCC=C(C)C)c1ccccn1)[C@H](CCOC=O)OCBr.COP(=O)(OC)OC.COP(=O)(OC)OC
LUMO level (eV): -2.2
Total energy (Eh): -5797.81168
Gap between HOMO and LUMO (eV): 5.30
Multiplicity: 1

The geometry in XYZ format:
```
116
C34H63BrFNO14P2 | the OMol25 dataset | ωB97M-V with the def2-TZVPD basis set
C 2.7909 -1.5755 0.6583
O 2.1197 -0.7823 1.6110
C 1.6564 0.4401 1.0536
C 1.7616 1.5823 2.0620
F 1.0528 1.1866 3.1986
O 1.4753 2.8475 1.6295
C 0.2869 3.0879 0.8524
C 0.6619 3.0172 -0.6565
C -0.4224 2.5290 -1.6193
C 0.2495 2.3388 -3.0305
C 0.0649 0.9162 -3.5396
O 1.0761 0.6051 -4.5079
C -0.9828 2.3095 1.2620
C -2.3249 3.0585 1.0078
C -3.5253 2.0627 0.8928
C -3.6505 1.5521 -0.5559
C -3.4673 0.9222 1.9177
C -4.7089 0.0082 1.7620
C -6.0297 0.7283 1.9218
C -7.1609 0.4031 1.2442
C -8.4564 0.1776 2.0315
C -7.2164 0.2537 -0.2647
C -0.0439 4.5768 1.1254
C 0.1568 5.0535 2.4206
C -0.0814 6.3663 2.7991
C -0.5446 7.2071 1.7768
C -0.7162 6.6390 0.5266
N -0.5057 5.3758 0.1691
C 3.2441 1.6757 2.5716
C 4.2813 1.7198 1.4488
C 5.7009 1.7584 2.0675
O 6.2996 0.4476 1.8848
C 7.3238 0.4489 1.0151
O 7.2469 0.7588 -0.1355
O 3.5370 0.7272 3.5788
C 3.5912 1.3096 4.8447
Br 4.1129 0.0123 6.1771
H 2.9053 -2.5673 1.1013
H 2.2453 -1.6984 -0.2865
H 3.8047 -1.2177 0.4337
H 0.6312 0.2450 0.7080
H 2.2349 0.6127 0.1398
H 1.0102 3.9835 -1.0285
H 1.5135 2.3443 -0.8040
H -0.8145 1.5428 -1.3619
H -1.2338 3.2379 -1.7734
H 1.3131 2.5790 -2.9572
H -0.2103 3.0512 -3.7214
H 0.1874 0.2143 -2.7010
H -0.9360 0.7829 -3.9683
H 1.0976 -0.3558 -4.5445
H -1.0099 2.0839 2.3309
H -1.1054 1.3548 0.7482
H -2.3092 3.6153 0.0727
H -2.5389 3.7294 1.8459
H -4.4225 2.6732 1.0586
H -3.4489 2.3524 -1.2743
H -4.6712 1.2267 -0.7680
H -2.9679 0.7243 -0.7766
H -3.4938 1.3531 2.9241
H -2.6027 0.2820 1.7281
H -4.7303 -0.4621 0.7725
H -4.6764 -0.7829 2.5196
H -6.1134 1.5782 2.6092
H -9.0260 -0.6192 1.5489
H -9.0444 1.1060 2.0457
H -8.2009 -0.1277 3.0435
H -6.4408 -0.4342 -0.6204
H -8.1969 -0.1061 -0.5920
H -7.0798 1.2202 -0.7579
H 0.5054 4.3720 3.1909
H 0.0872 6.7224 3.8072
H -0.7400 8.2563 1.9606
H -1.0663 7.3050 -0.2630
H 3.2797 2.6661 3.0572
H 4.2712 0.8501 0.7982
H 4.1298 2.6594 0.9117
H 6.3219 2.5367 1.6208
H 5.6792 1.9305 3.1434
H 8.3063 0.1052 1.3798
H 2.6090 1.7032 5.1245
H 4.3050 2.1408 4.8800
C 7.3003 -6.5295 -2.9175
O 6.2860 -5.5080 -3.0216
P 6.3683 -4.2270 -1.9598
O 4.9767 -3.7207 -2.0562
O 7.4316 -3.4169 -2.8900
C 7.0060 -2.9568 -4.1709
O 6.9449 -3.5586 -0.5920
C 6.8416 -2.1402 -0.4849
H 7.1080 -7.2714 -3.6880
H 8.2939 -6.1019 -3.0730
H 7.2563 -7.0146 -1.9423
H 5.9250 -2.8225 -4.2118
H 7.3184 -3.6614 -4.9429
H 7.4908 -1.9989 -4.3528
H 5.8076 -1.8119 -0.5735
H 7.4602 -1.6482 -1.2320
H 7.2072 -1.8728 0.5020
C -5.6694 -4.4608 1.1042
O -5.6711 -3.8507 -0.2031
P -4.4147 -4.2493 -1.2718
O -4.6708 -3.0049 -2.0765
O -5.2144 -5.5597 -1.8224
C -6.5293 -5.3862 -2.3455
O -3.0308 -4.6837 -2.0761
C -3.1028 -4.7676 -3.4939
H -6.5473 -4.1074 1.6400
H -5.7157 -5.5503 1.0224
H -4.7776 -4.1707 1.6605
H -6.6866 -4.3699 -2.7082
H -7.2707 -5.6224 -1.5817
H -6.6445 -6.0839 -3.1740
H -3.4143 -3.8181 -3.9242
H -3.7752 -5.5665 -3.8061
H -2.0981 -5.0013 -3.8439
```



Computed, not measured: a molecular structure, C34H64AlCl12O5S in a non-equilibrium geometry, with ωB97M-V with the def2-TZVPD basis set.

Properties
Net charge: -1
LUMO level (eV): 1.8
Total energy (Eh): -7872.43245
Gap between HOMO and LUMO (eV): 6.77
Multiplicity: 1

The geometry in XYZ format:
```
117
C34H64AlCl12O5S | the OMol25 dataset | ωB97M-V with the def2-TZVPD basis set
C -5.2836 -1.6411 -1.4474
C -3.7874 -1.3566 -2.1410
C -3.2658 -2.8173 -2.6720
C -2.8119 -0.8982 -0.9080
C -4.0423 -0.2345 -3.2995
C -2.7143 0.5340 -3.8636
C -2.2022 1.7912 -2.8852
C -3.2037 1.2986 -5.2701
C -1.4804 -0.4576 -4.3272
C -1.8210 -1.5668 -5.5325
C -0.6943 -2.6696 -6.0831
C 0.7810 -2.5966 -5.3459
O 1.9121 -3.5278 -5.6641
C 1.8593 -4.4886 -4.5124
C 3.0367 -4.2389 -3.3995
O 2.6058 -3.5331 -2.1820
C 1.6168 -4.3018 -1.4094
C 2.0052 -4.2531 0.1964
Al 2.4989 -2.3825 0.8915
C 1.0590 -1.5912 2.1721
C -0.1325 -0.7964 1.3519
C 0.0568 0.8426 1.3550
C 1.4227 1.2162 0.4931
S 1.5329 3.1076 0.2613
O 0.0636 3.6542 0.1540
O 2.3644 3.5181 -0.9799
O 2.2786 3.7177 1.7082
C 1.1392 -1.4658 -4.1677
C 0.0122 -0.3737 -3.6316
H -6.0857 -1.0778 -2.1008
H -5.5355 -2.8039 -1.5241
H -5.2837 -1.2516 -0.3429
H -3.7323 -3.1790 -3.6824
H -2.0833 -2.7788 -2.8281
H -3.4269 -3.6396 -1.8219
H -1.6831 -1.0099 -1.2577
H -3.0462 -1.5046 0.0851
H -2.9651 0.2515 -0.6499
H -4.8759 0.5526 -2.9676
H -4.5279 -0.8069 -4.2256
H -1.4861 1.4146 -2.0208
H -3.0895 2.3493 -2.3640
H -1.5675 2.5407 -3.5311
H -4.0861 2.0229 -4.9812
H -2.3091 1.9921 -5.6475
H -3.5550 0.5438 -6.0919
H -2.8958 -1.6423 -6.0457
H -0.9264 -3.4600 -6.9385
H 1.9608 -5.5607 -4.9785
H 0.7710 -4.4088 -4.0698
H 3.9560 -3.6298 -3.8495
H 3.4980 -5.2748 -3.0505
H 0.5052 -3.9076 -1.5246
H 1.6111 -5.4162 -1.8270
H 2.9416 -4.9442 0.3401
H 1.1008 -4.6488 0.8358
H 2.8938 -1.3452 -0.2534
H 3.8058 -2.5764 1.8177
H 0.5718 -2.4533 2.8244
H 1.5509 -0.8111 2.9193
H -1.2067 -1.0261 1.8171
H -0.0536 -1.1531 0.2262
H 0.0614 1.3187 2.4378
H -0.8750 1.2899 0.7741
H 2.3427 0.8032 1.1313
H 1.4324 0.6637 -0.5636
H 2.4860 2.8969 2.2452
H 2.2050 -1.4051 -3.6744
H 0.3079 0.3725 -2.7769
Cl -0.3332 2.1257 4.2719
C -1.2919 1.2004 5.4538
C -0.5411 -0.0130 5.9785
Cl -0.3255 -1.2631 4.7275
H -2.2355 0.9159 4.9778
H -1.5194 1.8816 6.2793
H -1.1049 -0.4757 6.7936
H 0.4480 0.2586 6.3605
Cl 0.9477 -3.5767 -8.8974
C 2.6627 -3.9174 -8.5586
C 3.4488 -4.2214 -9.8240
Cl 2.9754 -5.7769 -10.5524
H 2.7101 -4.7465 -7.8457
H 3.0721 -3.0270 -8.0723
H 4.5152 -4.2929 -9.5915
H 3.3170 -3.4395 -10.5784
Cl 1.3396 1.2163 8.5544
C 3.0547 0.8755 8.8932
C 3.8407 0.5716 7.6278
Cl 3.3673 -0.9840 6.8994
H 3.1020 0.0464 9.6061
H 3.4641 1.7660 9.3796
H 4.9071 0.5000 7.8603
H 3.7089 1.3535 6.8734
Cl 3.4321 5.7234 4.1433
C 2.4059 6.7202 3.0822
C 2.6353 8.2081 3.2940
Cl 2.0451 8.7603 4.8818
H 1.3622 6.4436 3.2615
H 2.6576 6.4486 2.0527
H 2.0899 8.7801 2.5379
H 3.6958 8.4677 3.2173
Cl -8.8623 -0.9626 -1.7449
C -9.5339 -0.2869 -0.2400
C -8.5098 0.5324 0.5290
Cl -7.2132 -0.4811 1.2115
H -9.9212 -1.1153 0.3613
H -10.3773 0.3482 -0.5272
H -8.9928 1.0367 1.3709
H -8.0461 1.2955 -0.1039
Cl 7.1590 4.0593 7.4485
C 5.7657 5.1688 7.4392
C 5.2020 5.3947 8.8330
Cl 4.4150 3.9353 9.4849
H 5.0106 4.7603 6.7603
H 6.1191 6.1171 7.0236
H 4.4395 6.1784 8.8036
H 5.9803 5.7038 9.5377
```